[1]
This record from the OMol25 dataset describes a cluster of 2 separate species, C34H67F4N2O6S2 in total. The level of theory is the ωB97M-V functional and the def2-TZVPD basis.

XYZ file:
```
115
Properties=species:S:1:pos:R:3:mulliken_charge:R:1
C 3.476 3.067 3.919 -0.8006
C 4.871 2.912 3.306 -0.7775
C 4.904 2.024 2.047 0.8442
C 5.840 0.824 2.184 -1.2178
C 6.084 -0.023 0.922 -0.4089
C 6.202 0.752 -0.396 -1.1696
C 4.887 1.037 -1.135 -0.4272
C 3.964 -0.178 -1.347 -1.0563
C 2.611 -0.036 -0.654 1.1558
C 1.797 -1.327 -0.578 -0.9843
C 0.676 -1.277 0.478 -0.8449
C -0.728 -1.474 -0.094 -0.4986
C -1.825 -0.833 0.759 -0.8518
C -3.059 -0.409 -0.038 -0.0585
C -3.893 0.655 0.678 -1.4023
C -3.082 1.935 0.959 -0.5606
C -3.513 3.260 0.311 0.7721
C -3.729 3.130 -1.231 -1.0585
O -2.512 3.317 -1.919 -0.4098
C -1.961 2.257 -2.588 0.4425
F -1.855 2.611 -3.909 -0.3499
S -0.253 1.877 -2.102 -0.1758
N -2.511 4.262 0.520 -0.0015
C -2.134 4.671 1.868 -0.5845
O -0.955 5.416 1.815 -0.4051
C 0.150 4.691 1.284 -0.1543
C 1.439 5.254 1.831 -0.0946
O 1.872 6.315 1.011 -0.3529
C 3.006 7.001 1.504 -0.1364
C 3.846 7.474 0.336 -1.2490
S -5.200 3.823 0.853 1.2263
O -5.198 5.259 0.869 -0.6588
O -6.196 3.072 0.142 -0.6476
C -5.493 3.345 2.651 0.7213
F -6.428 4.162 3.128 -0.2370
F -5.923 2.096 2.734 -0.2159
F -4.397 3.475 3.406 -0.2006
H 2.910 3.862 3.429 -0.0831
H 3.527 3.319 4.980 0.3976
H 2.904 2.141 3.829 0.3497
H 5.259 3.902 3.054 0.3108
H 5.550 2.499 4.057 0.4291
H 3.890 1.664 1.846 -0.4483
H 5.196 2.621 1.181 0.2268
H 6.798 1.169 2.588 0.4115
H 5.416 0.165 2.951 0.2634
H 5.310 -0.790 0.847 0.3032
H 7.019 -0.568 1.079 0.3846
H 6.877 0.226 -1.077 0.3567
H 6.690 1.709 -0.177 0.4106
H 5.135 1.460 -2.111 0.4995
H 4.338 1.821 -0.606 0.1012
H 4.438 -1.104 -1.012 0.4789
H 3.798 -0.303 -2.421 0.3833
H 2.032 0.726 -1.194 -0.4397
H 2.761 0.368 0.354 -0.2474
H 2.470 -2.162 -0.371 0.5114
H 1.363 -1.532 -1.561 0.3252
H 0.710 -0.304 0.985 0.3358
H 0.870 -2.036 1.238 0.4269
H -0.947 -2.540 -0.198 0.0846
H -0.771 -1.054 -1.106 0.4727
H -2.135 -1.527 1.547 0.3816
H -1.406 0.039 1.277 0.3309
H -2.736 -0.021 -1.012 -0.4309
H -3.680 -1.281 -0.255 0.6672
H -4.246 0.244 1.626 0.4958
H -4.790 0.875 0.096 0.5915
H -2.053 1.816 0.612 -0.1299
H -3.001 2.078 2.034 0.5239
H -4.423 3.897 -1.582 0.5410
H -4.170 2.159 -1.461 0.4142
H -2.602 1.375 -2.533 0.1065
H -0.590 1.356 -0.915 -0.0472
H -2.763 5.107 0.012 0.3375
H -1.985 3.776 2.481 0.4768
H -2.876 5.320 2.342 0.2170
H 0.061 3.632 1.555 0.2182
H 0.162 4.759 0.194 0.2196
H 2.201 4.462 1.857 -0.2772
H 1.275 5.603 2.860 0.4026
H 2.672 7.854 2.109 0.2870
H 3.593 6.342 2.156 0.2115
H 3.348 8.272 -0.215 0.2947
H 4.028 6.643 -0.346 0.3009
H 4.807 7.852 0.688 0.3965
C -2.980 -4.367 -2.014 -0.9236
C -2.747 -5.761 -1.414 1.6497
C -3.605 -6.794 -2.161 -1.6278
C -3.092 -7.156 -3.559 -0.5888
C -1.563 -7.038 -3.670 -1.4036
C -0.831 -7.111 -2.327 1.7443
N -1.293 -6.022 -1.481 0.6678
O -0.661 -6.055 -0.226 -0.9838
C 0.658 -6.866 -2.584 -2.0189
C -0.958 -8.514 -1.693 -1.7462
C -3.228 -5.731 0.037 -1.9120
H -2.359 -3.656 -1.465 -0.2839
H -4.025 -4.036 -1.942 0.3369
H -2.678 -4.318 -3.063 0.3467
H -3.647 -7.697 -1.550 0.3161
H -4.636 -6.426 -2.218 0.5913
H -3.402 -8.180 -3.787 0.3709
H -3.564 -6.525 -4.317 0.3351
H -1.177 -7.819 -4.334 0.5220
H -1.294 -6.081 -4.127 0.3003
H 0.797 -5.852 -2.962 0.3962
H 1.049 -7.583 -3.318 0.4040
H 1.210 -6.961 -1.651 0.3901
H -0.530 -9.279 -2.350 0.4047
H -1.994 -8.786 -1.492 0.3393
H -0.421 -8.509 -0.745 0.3575
H -4.301 -5.498 0.054 0.4078
H -2.678 -4.986 0.607 0.2223
H -3.060 -6.694 0.518 0.4402
```

F_max   0.016 Eh/bohr
2S+1   1
Electronic energy   -84147.574 eV
E_HOMO   -1.6 eV
Gap between HOMO and LUMO   3.5945 eV
Net charge   -1

[2]
This record from the OMol25 dataset describes the ion C3H7NO2 with charge +1. The level of theory is the ωB97M-V functional and the def2-TZVPD basis.

XYZ file:
```
13
Properties=species:S:1:pos:R:3:nbo_charge:R:1
C -0.675 0.665 -0.350 -0.2915
C 0.124 -0.486 0.347 -0.5346
C 1.231 -1.017 -0.639 0.7942
O 2.189 -2.006 -0.171 -0.6768
O 1.478 -0.322 -1.565 -0.4973
N -1.935 0.917 0.368 -0.2350
H -0.143 1.619 -0.502 0.3204
H -1.049 0.343 -1.391 0.3199
H 0.653 0.043 1.186 0.2496
H -0.513 -1.253 0.687 0.2566
H 2.642 -1.345 0.428 0.4863
H -2.192 1.835 0.193 0.3941
H -1.812 1.007 1.407 0.4141
```

F_max   0.094 Eh/bohr
2S+1   2
Electronic energy   -8798.633 eV
E_HOMO (alpha / beta)   -15.0 / -15.0 eV
Gap between HOMO and LUMO (alpha / beta)   10.8847 / 5.0378 eV
<S²>   0.754
Net charge   +1
ΔE to the lowest compared entry with this formula, charge and spin   54.86 kcal/mol

[3]
This record from the OMol25 dataset describes the molecule C16H30N4O3. The level of theory is the ωB97M-V functional and the def2-TZVPD basis.

XYZ file:
```
53
Properties=species:S:1:pos:R:3:nbo_charge:R:1
C -2.443 0.621 3.068 -0.6209
C -0.944 0.839 3.183 -0.2106
N -0.207 -0.410 3.389 -0.4040
C -0.141 -0.947 4.744 -0.2212
C 1.159 -0.600 5.456 -0.2286
N 1.270 0.843 5.670 -0.8461
C 0.450 -1.092 2.439 0.5885
O 1.141 -2.081 2.663 -0.6453
C 0.342 -0.614 0.983 0.6103
O -0.696 -0.202 0.478 -0.6549
N 1.490 -0.774 0.309 -0.5851
C 1.521 -0.522 -1.122 -0.0612
C 2.935 -0.368 -1.657 -0.4022
C 2.870 0.000 -3.141 -0.3989
C 2.070 -1.017 -3.955 -0.3950
C 0.670 -1.243 -3.373 -0.3011
C -0.236 -0.043 -3.676 0.6837
O -0.195 0.499 -4.772 -0.6518
N -1.099 0.352 -2.713 -0.6404
C -2.011 1.473 -2.924 -0.0482
C -2.406 2.044 -1.571 -0.6119
C -3.224 1.040 -3.739 -0.6112
C 0.779 -1.613 -1.896 -0.4196
H -2.955 1.580 2.979 0.2134
H -2.666 0.024 2.186 0.2288
H -2.840 0.111 3.948 0.1990
H -0.567 1.329 2.290 0.2189
H -0.696 1.481 4.029 0.2139
H -0.993 -0.546 5.297 0.1955
H -0.246 -2.031 4.697 0.2277
H 1.208 -1.186 6.383 0.1711
H 1.987 -0.924 4.827 0.2105
H 0.698 1.137 6.452 0.3518
H 2.222 1.105 5.887 0.3640
H 2.210 -1.318 0.763 0.4248
H 1.003 0.429 -1.268 0.2126
H 3.468 0.401 -1.093 0.2148
H 3.480 -1.310 -1.527 0.1938
H 2.403 0.985 -3.244 0.2059
H 3.879 0.090 -3.549 0.2148
H 1.980 -0.685 -4.988 0.2417
H 2.599 -1.976 -3.957 0.1961
H 0.204 -2.073 -3.912 0.2361
H -1.053 -0.039 -1.783 0.4265
H -1.462 2.224 -3.497 0.2079
H -3.077 2.893 -1.704 0.2135
H -2.923 1.291 -0.971 0.2082
H -1.531 2.375 -1.011 0.2143
H -3.871 1.894 -3.944 0.2062
H -2.906 0.613 -4.689 0.2288
H -3.802 0.293 -3.190 0.1995
H 1.346 -2.545 -1.805 0.2127
H -0.198 -1.802 -1.449 0.2230
```

F_max   0.004 Eh/bohr
2S+1   1
Electronic energy   -29184.259 eV
E_HOMO   -9.3 eV
Gap between HOMO and LUMO   10.0539 eV
Net charge   0
ΔE to the lowest compared entry with this formula, charge and spin   0.42 kcal/mol
SMILES   CCN(CCN)C(=O)C(=O)N[C@H]1CCC[C@H](C(=O)NC(C)C)C1